Entry 1:
{"formula": "C25H38Cl2N2O3PTm", "method": "ωB97M-V/def2-TZVPD", "elements": ["O", "C", "C", "C", "H", "C", "H", "C", "H", "C", "H", "C", "H", "H", "C", "C", "H", "H", "H", "C", "C", "H", "H", "H", "H", "Tm", "Cl", "Cl", "C", "O", "N", "C", "C", "H", "H", "H", "H", "H", "H", "H", "H", "H", "C", "C", "N", "H", "C", "O", "H", "H", "H", "H", "C", "P", "C", "C", "C", "C", "C", "C", "C", "H", "H", "H", "H", "H", "H", "H", "H", "H", "H", "H"], "xyz": [[-0.836, 3.341, -1.719], [0.130, 3.265, -2.496], [0.230, 2.403, -3.726], [-0.691, 1.350, -3.928], [-1.209, 0.914, -3.072], [-0.893, 0.829, -5.211], [-1.634, 0.029, -5.368], [-0.124, 1.318, -6.279], [-0.388, 1.049, -7.298], [0.973, 2.160, -6.045], [1.668, 2.403, -6.852], [1.159, 2.673, -4.747], [2.035, 3.270, -4.509], [1.132, 3.628, -2.149], [4.069, 1.263, -0.716], [3.438, -0.042, -1.032], [4.747, 1.639, -1.512], [4.657, 1.223, 0.233], [3.319, 2.072, -0.572], [3.223, -0.686, -2.168], [4.152, -1.532, -3.009], [2.306, -0.579, -2.778], [4.157, -1.153, -4.030], [3.748, -2.545, -3.086], [5.165, -1.582, -2.591], [1.548, -0.746, -0.051], [-0.428, -1.400, -1.525], [3.286, -2.221, 0.949], [0.126, -3.067, 1.583], [0.360, -1.824, 1.684], [-0.121, -3.889, 2.602], [-0.132, -3.451, 3.989], [-0.067, -5.334, 2.370], [0.128, -3.543, 0.589], [-0.215, -2.366, 4.057], [0.771, -3.789, 4.496], [-0.978, -3.930, 4.480], [-0.125, -5.503, 1.286], [-0.909, -5.820, 2.882], [0.875, -5.755, 2.761], [2.138, 2.307, 4.470], [0.721, 4.517, 3.570], [2.601, 2.367, 3.485], [1.244, 4.319, 2.625], [1.662, 2.917, 2.504], [2.879, 1.371, 3.142], [1.192, 2.173, 1.518], [1.510, 0.956, 1.328], [0.559, 4.554, 1.797], [0.475, 2.649, 0.819], [3.481, 3.006, 3.560], [2.097, 5.008, 2.577], [-3.590, 2.007, 0.812], [-2.200, 0.804, 0.860], [-1.915, 0.835, 2.674], [-3.181, -0.739, 0.721], [-3.210, -1.734, 1.709], [-3.964, -2.891, 1.511], [-4.671, -3.078, 0.317], [-4.617, -2.102, -0.684], [-3.865, -0.946, -0.495], [-3.172, 3.014, 0.942], [-4.312, 1.793, 1.613], [-4.089, 1.954, -0.164], [-2.839, 0.582, 3.210], [-1.586, 1.840, 2.970], [-1.119, 0.118, 2.916], [-2.662, -1.603, 2.642], [-4.001, -3.647, 2.298], [-5.260, -3.984, 0.167], [-5.164, -2.241, -1.619], [-3.793, -0.199, -1.287]], "lumo_ev": [0.08, 0.08], "total_charge": 0, "spin_multiplicity": 3}


Entry 2:
{"formula": "C25H38IN2O7PS2", "method": "ωB97M-V/def2-TZVPD", "elements": ["C", "C", "N", "C", "C", "C", "C", "S", "O", "O", "O", "C", "I", "P", "O", "O", "S", "C", "C", "C", "O", "C", "N", "C", "C", "O", "H", "H", "H", "H", "H", "H", "H", "H", "H", "H", "H", "H", "H", "H", "H", "H", "H", "H", "H", "H", "H", "H", "H", "H", "H", "H", "C", "C", "C", "C", "C", "C", "H", "H", "H", "H", "H", "H", "C", "C", "C", "C", "C", "C", "H", "H", "H", "H", "H", "H"], "xyz": [[1.586, 2.193, 1.588], [0.360, 1.678, 0.843], [-0.817, 1.371, 1.683], [-0.560, 0.387, 2.742], [-0.313, -0.992, 2.104], [-1.607, -1.804, 2.120], [-1.854, -2.590, 3.399], [-3.395, -3.484, 3.274], [-3.175, -4.892, 3.218], [-4.285, -2.986, 4.275], [-3.976, -2.912, 1.885], [-3.198, -3.051, 0.695], [-3.624, -4.966, -0.202], [-3.924, -1.733, -0.432], [-2.919, -1.561, -1.680], [-3.846, -0.394, 0.467], [-5.726, -2.036, -0.996], [-1.693, -2.727, 0.877], [-0.711, -3.893, 1.020], [-0.080, -4.499, -0.258], [1.303, -4.716, -0.037], [-0.292, -3.731, -1.546], [0.480, -2.462, -1.536], [-1.361, 2.579, 2.210], [-2.077, 3.469, 1.229], [-1.266, 2.866, 3.386], [2.333, 2.476, 0.848], [1.371, 3.057, 2.209], [2.007, 1.382, 2.178], [0.041, 2.455, 0.148], [0.624, 0.827, 0.219], [-1.474, 0.338, 3.331], [0.225, 0.670, 3.441], [-0.069, -0.845, 1.055], [0.513, -1.489, 2.605], [-2.421, -1.089, 2.022], [-2.013, -1.893, 4.219], [-1.031, -3.240, 3.671], [-2.318, -0.817, -1.539], [-2.944, -0.059, 0.594], [-1.409, -2.074, 0.056], [0.119, -3.568, 1.643], [-1.200, -4.693, 1.574], [-0.497, -5.494, -0.400], [1.745, -3.866, -0.116], [0.072, -4.364, -2.355], [-1.340, -3.538, -1.744], [1.294, -2.568, -2.122], [-0.087, -1.739, -1.954], [-2.593, 2.876, 0.478], [-2.786, 4.097, 1.752], [-1.373, 4.103, 0.692], [5.381, 1.746, -0.198], [5.451, 3.110, 0.045], [6.089, 3.945, -0.862], [6.650, 3.415, -2.015], [6.578, 2.050, -2.259], [5.946, 1.215, -1.349], [4.886, 1.094, 0.512], [5.009, 3.524, 0.942], [6.148, 5.008, -0.670], [7.145, 4.065, -2.724], [7.016, 1.638, -3.158], [5.894, 0.150, -1.536], [-0.728, 2.925, -4.556], [0.313, 2.520, -3.732], [0.041, 2.012, -2.471], [-1.275, 1.906, -2.039], [-2.318, 2.307, -2.863], [-2.042, 2.820, -4.122], [-0.514, 3.322, -5.539], [1.337, 2.600, -4.073], [0.852, 1.700, -1.824], [-1.487, 1.510, -1.050], [-3.343, 2.220, -2.524], [-2.852, 3.137, -4.765]], "lumo_ev": -0.02, "total_charge": 0, "spin_multiplicity": 1}


Result set for energy: -3657.58827 -3047.07711 Ha, one per record in the order listed.